A molecular structure, C39H33N8O2PRhSe at a distorted geometry, computed with ωB97M-V/def2-TZVPD.

Computed properties:
**Relative energy (zero: lowest compared OMol25 entry of this formula, charge and spin)**: 21.13 kcal per mole
**⟨S²⟩**: 6.048
**HOMO-LUMO gap (spin up / spin down)**: 5.0 / 5.5 eV
**LUMO level (spin up / spin down)**: 2.4 / 1.2 eV
**2S+1**: 5
**Charge**: -1

Element x y z (Å)
Rh -0.699 -0.496 0.414
O -1.832 1.318 0.693
C -1.760 2.362 -0.098
C -2.322 3.577 0.329
C -2.315 4.720 -0.451
C -1.711 4.698 -1.723
C -1.128 3.550 -2.177
C -1.116 2.331 -1.413
C -0.519 1.235 -1.990
N -0.401 -0.059 -1.430
N 0.282 -0.914 -2.156
C 0.484 -2.083 -1.528
O -0.009 -2.367 -0.395
C 1.375 -3.063 -2.192
C 1.752 -4.208 -1.495
C 2.649 -5.109 -2.053
C 3.179 -4.876 -3.314
C 2.802 -3.736 -4.016
C 1.908 -2.834 -3.460
H -2.775 3.599 1.315
H -2.773 5.630 -0.078
H -1.714 5.586 -2.344
H -0.661 3.529 -3.158
H -0.053 1.346 -2.961
H 1.335 -4.362 -0.507
H 2.939 -5.993 -1.497
H 3.883 -5.575 -3.750
H 3.211 -3.554 -5.002
H 1.614 -1.938 -3.990
N -3.631 1.239 2.754
C -3.302 0.838 3.979
N -4.031 1.286 5.037
N -2.288 0.049 4.251
C -1.600 -0.445 3.258
N -0.971 -0.932 2.421
H -4.469 1.764 2.587
H -3.006 1.054 1.953
H -4.935 1.684 4.877
H -3.878 0.808 5.906
N 1.210 0.105 0.728
P 2.392 0.581 1.569
C 2.066 1.158 3.274
C 0.817 1.760 3.438
C 0.481 2.365 4.641
C 1.390 2.375 5.692
C 2.631 1.775 5.538
C 2.974 1.177 4.330
C 3.176 2.079 0.863
C 4.394 2.582 1.313
C 4.926 3.730 0.741
C 4.241 4.380 -0.280
C 3.026 3.882 -0.730
C 2.493 2.730 -0.159
C 3.742 -0.640 1.607
C 4.023 -1.480 2.678
C 4.985 -2.477 2.551
C 5.645 -2.660 1.345
C 5.333 -1.857 0.254
C 4.388 -0.851 0.385
H 0.114 1.737 2.609
H -0.489 2.833 4.758
H 1.132 2.852 6.630
H 3.340 1.777 6.357
H 3.954 0.728 4.215
H 4.929 2.070 2.109
H 5.878 4.118 1.089
H 4.659 5.276 -0.725
H 2.490 4.384 -1.527
H 1.550 2.311 -0.497
H 3.480 -1.370 3.610
H 5.210 -3.120 3.394
H 6.388 -3.443 1.249
H 5.816 -2.024 -0.701
H 4.122 -0.231 -0.464
Se -3.344 -1.587 0.084
C -4.421 -0.168 -0.580
C -5.524 0.306 0.138
C -6.299 1.328 -0.391
N -6.078 1.906 -1.574
C -5.038 1.432 -2.268
C -4.205 0.412 -1.830
H -5.770 -0.138 1.095
H -7.160 1.707 0.160
H -4.860 1.903 -3.232
H -3.387 0.068 -2.448

=====

A molecular structure, C26H22N2O4 at a distorted geometry, computed with ωB97M-V/def2-TZVPD.

Computed properties:
**Relative energy (zero: lowest compared OMol25 entry of this formula, charge and spin)**: 427.22 kcal per mole
**HOMO-LUMO gap**: 7.5 eV
**LUMO level**: -0.3 eV
**2S+1**: 1

Element x y z (Å)
C 3.129 4.170 -2.089
H 3.616 3.354 -2.804
H 2.612 4.934 -2.781
H 3.977 4.676 -1.764
O 2.273 3.465 -1.301
C 2.750 2.611 -0.316
O 3.852 2.196 -0.353
C 1.889 2.198 0.572
C 2.496 1.504 1.628
C 1.876 0.877 2.756
C 0.399 1.273 2.819
C -0.297 1.853 1.692
C 0.533 2.121 0.604
N -0.162 3.053 -0.253
C -1.406 2.629 -0.980
O -2.029 3.408 -1.448
C -1.854 1.111 -0.517
C -1.067 0.177 -0.599
N -1.276 -0.954 -0.520
C -2.705 -1.386 0.033
O -2.992 -2.597 0.071
C -3.754 -0.237 0.149
C -4.964 -0.523 0.383
C -5.965 0.410 0.594
C -5.539 1.854 -0.058
C -4.155 2.028 -0.149
C -3.255 0.820 -0.246
H -3.924 3.191 -0.367
H -6.359 2.428 0.368
H -6.888 0.080 0.747
H -5.198 -1.561 0.454
C -0.392 -2.075 -0.654
C -0.516 -3.177 -1.230
C 0.455 -4.273 -1.324
C 1.654 -3.999 -0.651
C 1.911 -2.551 0.112
C 0.867 -1.822 -0.037
H 0.968 -0.906 0.983
C 3.139 -2.438 0.805
H 3.873 -2.343 0.181
H 3.200 -1.598 1.455
H 3.218 -3.186 1.765
C 2.681 -4.997 -0.705
H 2.422 -5.942 -1.316
H 2.932 -5.255 0.188
H 3.834 -4.585 -1.184
H 0.414 -5.166 -1.821
H -1.347 -3.545 -1.722
H 0.023 0.468 -1.094
H 0.146 3.834 -0.653
H -1.236 1.935 1.788
H -0.088 0.706 3.568
H 2.536 0.447 3.449
H 3.690 1.304 1.770

=====

A molecular structure, CH5O2Tl at a distorted geometry, computed with ωB97M-V/def2-TZVPD.

Computed properties:
**Relative energy (zero: lowest compared OMol25 entry of this formula, charge and spin)**: 105.02 kcal per mole
**HOMO-LUMO gap**: 8.2 eV
**LUMO level**: -0.1 eV
**2S+1**: 1

Element x y z (Å)
C 0.559 0.586 -0.344
H 1.022 1.347 0.306
H 1.136 -0.200 -0.867
H 0.445 1.251 -1.218
O 0.079 -0.520 1.200
Tl 0.718 -2.235 1.679
H -1.022 -0.363 0.714
O -1.403 0.359 -0.359
H -1.534 -0.224 -1.111

=====

A molecular structure, C33H46N5O3PRuTe at a distorted geometry, computed with ωB97M-V/def2-TZVPD.

Computed properties:
**⟨S²⟩**: 0.760
**HOMO-LUMO gap (spin up / spin down)**: 5.9 / 5.9 eV
**LUMO level (spin up / spin down)**: 2.6 / 2.6 eV
**2S+1**: 2
**Charge**: -1

Element x y z (Å)
Ru 0.719 -0.360 -0.312
C 2.251 2.028 -2.973
C 1.174 1.084 -3.513
C 0.615 1.636 -4.822
P -0.050 0.714 -2.159
C -1.524 0.159 -3.116
C -1.232 -1.243 -3.659
C -2.856 0.198 -2.362
C -0.375 2.360 -1.518
C -1.034 3.380 -2.200
C -1.033 4.689 -1.747
C -1.735 5.791 -2.492
C -0.308 4.947 -0.578
C 0.350 3.956 0.118
C 0.321 2.611 -0.325
N 0.984 1.581 0.307
C 1.475 1.826 1.615
C 0.631 2.135 2.692
C -0.858 2.299 2.537
C 1.180 2.282 3.966
C 2.535 2.142 4.212
C 3.096 2.250 5.605
C 3.361 1.876 3.126
C 2.861 1.729 1.840
C 3.808 1.524 0.694
H 3.130 1.987 -3.621
H 2.566 1.748 -1.967
H 1.883 3.057 -2.943
H 1.651 0.122 -3.706
H 0.080 2.578 -4.673
H -0.052 0.938 -5.331
H 1.445 1.843 -5.504
H -1.597 0.850 -3.958
H -1.040 -1.931 -2.835
H -0.349 -1.261 -4.301
H -2.084 -1.615 -4.235
H -3.024 -0.733 -1.823
H -3.676 0.312 -3.076
H -2.908 1.014 -1.642
H -1.574 3.141 -3.112
H -2.272 5.395 -3.355
H -1.031 6.542 -2.860
H -2.462 6.312 -1.863
H -0.258 5.965 -0.202
H 0.901 4.203 1.016
H -1.365 1.995 3.457
H -1.249 1.702 1.716
H -1.120 3.341 2.342
H 0.508 2.498 4.793
H 2.487 2.904 6.230
H 4.113 2.647 5.591
H 3.135 1.272 6.093
H 4.433 1.786 3.281
H 4.826 1.381 1.060
H 3.797 2.392 0.029
H 3.532 0.668 0.077
C -2.192 -5.731 2.364
C -1.273 -4.748 1.649
C -1.793 -4.196 0.291
C -2.128 -5.329 -0.684
C -2.503 -4.825 -2.072
C -3.042 -3.387 0.574
O -4.139 -3.877 0.751
N -2.850 -2.035 0.689
C -1.687 -1.359 0.335
O -1.649 -0.129 0.471
N -0.631 -2.009 -0.175
C -0.605 -3.375 -0.262
O 0.344 -3.988 -0.701
H -1.784 -5.961 3.350
H -2.277 -6.670 1.816
H -3.197 -5.331 2.494
H -0.315 -5.219 1.423
H -1.053 -3.898 2.304
H -2.956 -5.902 -0.266
H -1.253 -5.976 -0.745
H -3.369 -4.159 -2.032
H -2.761 -5.655 -2.731
H -1.674 -4.284 -2.531
H -3.636 -1.463 0.961
Te 2.621 -1.447 -1.574
N 2.661 -1.701 1.696
C 2.999 -1.917 2.971
C 1.939 -1.496 3.751
C 0.993 -1.036 2.828
N 1.442 -1.174 1.586
H 3.150 -1.904 0.808
H 3.954 -2.343 3.228
H 1.861 -1.512 4.824
H 0.018 -0.606 3.000

=====

C19H16O2 in the gas phase at a distorted geometry, computed with ωB97M-V/def2-TZVPD.

Computed properties:
**Relative energy (zero: lowest compared OMol25 entry of this formula, charge and spin)**: 7.14 kcal per mole
**SMILES string**: OOC(c1ccccc1)(c1ccccc1)c1ccccc1
**HOMO-LUMO gap**: 9.7 eV
**LUMO level**: 0.8 eV
**2S+1**: 1

Element x y z (Å)
O -0.853 -1.633 2.394
O 0.331 -1.436 1.568
C 2.557 2.536 3.639
C 2.882 -0.771 -2.759
C -3.424 1.310 -0.281
C 2.071 3.012 2.435
C 2.392 1.233 3.993
C 3.003 -1.653 -1.684
C 2.085 0.352 -2.682
C -2.755 0.453 -1.123
C -2.870 1.736 0.922
C 1.437 2.127 1.538
C 1.815 0.346 3.096
C 2.217 -1.431 -0.557
C 1.367 0.586 -1.468
C -1.513 -0.043 -0.718
C -1.621 1.227 1.339
C 1.296 0.784 1.866
C 1.369 -0.342 -0.388
C -0.887 0.378 0.493
C 0.520 -0.146 0.891
H -1.639 -1.203 1.977
H 3.001 3.192 4.384
H 3.530 -0.959 -3.648
H -4.384 1.637 -0.696
H 2.238 4.047 2.178
H 2.782 0.957 4.983
H 3.664 -2.502 -1.693
H 1.951 1.021 -3.528
H -3.193 0.248 -2.067
H -3.355 2.492 1.535
H 1.016 2.575 0.618
H 1.759 -0.685 3.363
H 2.335 -2.158 0.241
H 0.740 1.458 -1.470
H -1.004 -0.719 -1.428
H -1.275 1.553 2.318

=====

no.,molecular weight (g mol⁻¹),E_tot (hartree)
1,858.59,-4947.83102
2,426.47,-1413.85629
3,253.43,-363.85066
4,820.41,-2489.07066
5,276.33,-883.97253